The following is a quantum chemistry calculation of a 3-piece molecular cluster, C16H32BCl2FO12P2 overall in a non-equilibrium geometry, from the Open Molecules 2025 dataset.

Last column: Löwdin charge in e.
Cartesian coordinates (Å):
C -2.8463 1.5996 -2.2993  0.043
C -1.8177 1.2931 -3.1561  -0.098
C -1.4854 2.0060 -4.4433  -0.338
C -0.2536 2.9551 -4.4239  -0.545
Cl 0.7382 2.7268 -5.9129  0.777
C 0.7193 2.9569 -3.2396  -0.736
C 0.1554 3.5885 -1.9755  -0.092
Cl 1.4808 1.3670 -2.9170  0.674
C -2.7100 2.8763 -4.8497  -0.094
O -2.6882 2.9328 -6.2882  0.049
C -2.0467 1.8648 -6.8205  -0.443
O -1.8927 1.7086 -7.9888  0.171
C -1.5992 1.0085 -5.6333  -0.187
F -2.8200 0.2954 -5.3358  0.031
B -0.5776 -0.2099 -5.8175  -0.617
O 0.0185 -0.7992 -4.7250  0.154
O -0.3746 -0.6827 -7.0807  0.052
C 0.9686 -0.6776 -7.5669  -0.050
H -3.8967 1.3894 -2.4845  0.072
H -2.6066 2.0030 -1.3176  0.056
H -1.1485 0.4839 -2.8667  0.101
H -0.6186 3.9772 -4.4776  0.111
H 1.5549 3.5763 -3.5545  0.078
H -0.8573 3.2806 -1.7460  0.057
H 0.8233 3.4254 -1.1357  0.077
H 0.1246 4.6677 -2.1492  0.088
H -2.7289 3.8944 -4.4692  0.137
H -3.6662 2.4315 -4.5861  0.125
H 0.9671 -0.6476 -4.6937  0.077
H 0.9149 -0.6265 -8.6510  0.096
H 1.5280 0.1913 -7.2192  0.072
H 1.4646 -1.6072 -7.2841  0.093
C -1.4174 0.6268 4.6883  -0.092
O -1.7490 0.7745 3.2944  -0.227
P -1.5267 -0.4788 2.2747  0.465
O -1.6158 0.1744 0.9544  -0.247
O -2.8750 -1.2406 2.7451  -0.258
C -4.1241 -0.6019 2.4901  -0.104
O -0.8489 -1.9077 1.9890  -0.213
C 0.5479 -1.9293 1.6080  -0.077
H -1.6789 1.5582 5.1828  0.087
H -1.9885 -0.1900 5.1357  0.086
H -0.3508 0.4452 4.8213  0.082
H -4.0380 0.1299 1.6871  0.081
H -4.4869 -0.1109 3.3948  0.084
H -4.8307 -1.3762 2.1993  0.088
H 1.1588 -1.3162 2.2693  0.083
H 0.6474 -1.5815 0.5809  0.087
H 0.8852 -2.9586 1.6837  0.088
C 3.8604 -3.0373 7.8291  -0.081
O 4.2069 -3.1994 6.4402  -0.204
P 3.1712 -2.7360 5.3163  0.364
O 3.5794 -3.3229 4.0386  -0.229
O 3.4244 -1.1488 5.3993  -0.246
C 4.6410 -0.6382 4.8502  -0.099
O 1.5982 -2.5671 5.4250  -0.214
C 0.8481 -3.8020 5.5144  -0.076
H 4.7100 -3.3760 8.4142  0.090
H 3.6613 -1.9885 8.0552  0.091
H 2.9910 -3.6419 8.0870  0.081
H 5.0671 -1.3262 4.1207  0.083
H 5.3625 -0.4587 5.6483  0.086
H 4.4098 0.3065 4.3630  0.086
H 1.2688 -4.4721 6.2647  0.083
H 0.8398 -4.2983 4.5456  0.090
H -0.1717 -3.5600 5.7982  0.090

Cartesian forces, eV/Å:
0.14 0.00 -0.16
0.41 0.25 0.53
-2.67 -0.96 -1.22
0.53 -0.69 0.40
-0.03 -0.03 -0.09
0.02 0.19 0.07
-0.05 0.41 -0.25
0.02 -0.04 0.04
-0.42 -0.12 -0.43
-0.01 0.47 -0.22
0.42 0.24 0.32
-0.14 -0.03 0.02
-0.24 -0.63 0.30
0.00 -0.07 -0.02
0.30 -0.15 -0.56
-0.14 0.59 0.06
0.24 0.83 0.06
-0.28 -0.61 -0.22
-0.25 1.82 -0.88
0.01 -2.07 0.90
1.23 1.29 0.87
0.00 0.06 -0.13
0.06 -0.04 -0.08
0.08 -0.27 0.15
-0.05 -0.15 0.08
-0.04 0.04 0.01
0.32 0.06 -0.04
0.15 -0.23 0.28
0.15 -0.27 0.14
0.01 -0.01 -0.05
0.02 -0.02 0.12
0.19 0.06 0.04
-0.18 -0.01 0.09
2.62 -0.78 0.92
-5.11 -0.17 -3.26
0.75 0.48 0.20
0.09 -0.37 -0.05
-0.04 0.10 0.19
1.99 0.79 2.19
0.04 -0.08 -0.20
-0.03 0.03 -0.07
0.00 -0.01 -0.04
0.00 0.02 0.01
0.03 -0.01 -0.02
0.01 0.04 -0.01
0.02 -0.02 0.00
0.02 -0.02 0.02
-0.05 0.06 0.02
-0.05 -0.02 0.03
0.12 0.16 0.06
-1.63 -1.00 0.83
1.86 2.85 -2.57
-0.14 -0.69 0.19
-0.29 -0.02 -0.11
0.14 0.06 0.09
-0.04 -1.32 1.70
-0.21 -0.09 -0.18
0.04 -0.02 -0.07
-0.01 -0.01 -0.04
0.00 0.00 -0.01
-0.04 -0.02 -0.01
0.00 -0.04 0.01
-0.02 0.00 0.00
0.02 0.00 0.00
0.08 0.01 -0.01
0.04 0.17 0.01

Summary:
E_LUMO   -0.03 eV
Calculated total energy   -88698.056 eV
Molecular weight   579.08 g mol⁻¹

***

The following is a quantum chemistry calculation of C29H44N6O10RbSi3 as an isolated structure in a non-equilibrium geometry, from the Open Molecules 2025 dataset.

Last column: Löwdin charge in e.
Cartesian coordinates (Å):
Rb 1.1191 0.4342 0.2098  1.047
C 0.3364 0.4071 3.8514  -0.177
O -0.1662 -0.2290 2.7077  -0.396
Si -0.5152 -1.9172 2.7101  0.276
C -1.3726 -2.1634 4.3934  -0.168
C 1.1810 -2.7352 2.9222  -0.156
C -1.3892 -2.3983 1.2381  -0.436
Si -3.0158 -1.6659 0.9175  0.359
C -3.2413 0.0119 1.7858  -0.186
C -4.5237 -2.6783 1.4892  -0.193
C -3.4157 -1.2834 -0.9050  -0.190
Si -1.0037 -3.9690 0.4139  0.356
C -1.3513 -5.5253 1.4585  -0.193
C -2.0169 -4.2472 -1.1737  -0.195
C 0.7865 -4.2080 -0.1752  -0.179
H -0.3211 0.2829 4.7186  0.072
H 0.4260 1.4795 3.6531  0.079
H 1.3328 0.0404 4.1267  0.084
H -0.7148 -1.9798 5.2459  0.018
H -1.7092 -3.2031 4.4539  0.024
H -2.2616 -1.5380 4.5050  0.017
H 1.6398 -2.4146 3.8616  0.025
H 1.8728 -2.4868 2.1140  0.029
H 1.1065 -3.8261 2.9554  0.021
H -3.1543 -0.0395 2.8723  0.022
H -4.2444 0.3808 1.5413  0.023
H -2.4865 0.7209 1.4431  0.001
H -4.4945 -2.8166 2.5736  0.018
H -4.5440 -3.6760 1.0423  0.011
H -5.4609 -2.1745 1.2323  0.015
H -2.5092 -1.0743 -1.4692  -0.001
H -4.0741 -0.4093 -0.9593  0.015
H -3.9306 -2.1097 -1.4027  0.014
H -2.4019 -5.5678 1.7586  0.016
H -0.7583 -5.5223 2.3777  0.012
H -1.1136 -6.4399 0.9065  0.015
H -3.0998 -4.2117 -1.0310  0.009
H -1.7644 -5.2425 -1.5525  0.020
H -1.7649 -3.5162 -1.9468  0.022
H 1.4875 -4.3646 0.6478  0.010
H 1.1404 -3.3569 -0.7578  0.008
H 0.8200 -5.0978 -0.8135  0.021
C 2.2284 -1.1248 -4.6378  -0.003
N 1.0571 -0.4045 -4.1592  -0.042
C 0.3480 0.4057 -4.9745  -0.053
C -0.6696 1.1577 -4.5096  -0.002
C -0.9384 1.0559 -3.1078  -0.379
N -0.2463 0.2882 -2.2935  0.124
C 0.7968 -0.4468 -2.7793  -0.552
O 1.5333 -1.1065 -2.0598  -0.052
N -1.9361 1.7753 -2.5644  0.185
H 2.1501 -1.2476 -5.7162  0.089
H 2.2711 -2.0966 -4.1548  0.097
H 3.1357 -0.5737 -4.3880  0.095
H 0.6523 0.4084 -6.0126  0.130
H -1.2420 1.8020 -5.1578  0.103
H -2.4616 2.4372 -3.1015  0.106
H -2.0721 1.7219 -1.5662  0.093
O 8.6068 0.1148 -2.2039  0.058
N 7.5369 0.5688 -2.5757  -0.370
O 7.3035 0.8869 -3.7330  0.048
C 6.4825 0.7058 -1.6072  -0.153
C 6.7044 0.3355 -0.2830  0.081
C 5.6852 0.4431 0.6192  -0.052
C 4.3532 0.9651 0.3366  -0.334
O 3.4534 1.0563 1.1699  -0.114
C 4.2546 1.3683 -1.0720  -0.052
C 5.2566 1.2146 -2.0007  0.076
N 3.0448 1.9825 -1.6182  -0.349
O 2.2821 2.5528 -0.8551  -0.062
O 2.8337 1.8948 -2.8195  0.058
N 5.9869 -0.0121 1.9736  -0.351
O 5.0979 -0.5050 2.6298  0.107
O 7.1410 0.1222 2.3636  0.049
H 7.6645 -0.0453 0.0294  0.133
H 5.0960 1.5077 -3.0258  0.129
C 0.1072 4.7295 0.2523  0.002
C -1.0725 3.8038 0.4176  -0.376
O -0.9150 2.5994 0.4195  0.012
C -2.4322 4.4001 0.5731  -0.148
C -3.5010 3.5599 0.8766  -0.001
C -4.7744 4.0835 1.0250  -0.063
C -4.9911 5.4454 0.8668  -0.085
C -3.9309 6.2884 0.5637  -0.083
C -2.6541 5.7680 0.4208  -0.034
H 1.0178 4.1420 0.2510  0.063
H 0.1380 5.4778 1.0457  0.092
H 0.0277 5.2640 -0.6974  0.097
H -3.3243 2.5013 1.0121  0.082
H -5.5978 3.4256 1.2711  0.107
H -5.9883 5.8508 0.9830  0.101
H -4.0970 7.3510 0.4430  0.100
H -1.8317 6.4311 0.1905  0.105

Cartesian forces, eV/Å:
-1.23 -0.84 0.88
0.10 0.12 0.11
-0.12 -0.36 -0.17
0.17 0.20 0.12
-0.06 -0.20 -0.15
-0.06 -0.03 0.06
-0.16 0.02 -0.11
0.19 -0.04 0.15
-0.08 -0.13 -0.08
0.07 -0.01 0.07
-0.09 -0.02 0.03
0.01 0.17 0.05
-0.01 0.08 -0.02
0.05 -0.04 0.04
-0.09 -0.07 0.07
-0.03 0.00 -0.02
0.00 0.00 -0.03
0.00 -0.02 -0.01
0.04 0.03 0.02
0.02 0.00 0.01
-0.01 0.05 -0.03
0.03 0.01 0.00
-0.03 0.04 -0.02
-0.04 0.02 0.02
0.00 -0.07 0.03
0.01 0.10 0.02
0.03 -0.01 -0.04
-0.01 0.02 0.02
0.04 0.01 -0.06
-0.03 0.00 0.00
0.13 0.09 -0.06
-0.01 0.02 -0.03
0.03 0.03 0.05
-0.02 0.02 -0.03
0.04 0.01 -0.01
0.00 -0.03 0.01
0.04 -0.02 0.08
-0.02 -0.01 -0.06
0.03 0.00 0.03
-0.04 0.00 0.00
-0.02 0.07 -0.05
0.06 0.00 -0.01
0.01 -0.01 0.02
0.04 -0.04 -0.05
0.02 -0.05 0.06
-0.01 -0.04 0.00
0.00 0.06 0.14
0.05 -0.07 -0.52
-0.10 0.21 0.06
0.11 -0.11 -0.21
-0.05 0.05 0.11
0.01 0.02 -0.01
-0.01 0.00 -0.01
0.01 -0.02 0.00
-0.02 0.01 -0.01
0.00 0.00 -0.02
-0.02 -0.03 -0.03
0.00 -0.01 0.01
0.03 0.07 0.05
0.05 -0.22 -0.21
0.02 0.08 0.02
-0.15 0.11 -0.03
-0.22 0.03 0.06
0.16 -0.13 0.03
0.08 0.21 -0.21
0.51 0.24 0.01
-0.20 0.18 -0.41
0.26 -0.16 0.23
0.26 -0.25 0.15
0.24 0.49 -0.20
0.01 0.06 -0.01
0.07 0.02 0.21
0.04 -0.05 -0.04
-0.05 0.00 -0.01
0.01 0.00 0.01
0.00 0.01 0.00
-0.05 0.01 0.03
0.32 0.03 0.01
-0.18 0.07 -0.08
-0.11 0.03 -0.04
-0.04 0.01 -0.01
-0.02 -0.02 0.01
-0.01 0.02 -0.01
-0.01 0.00 0.00
-0.01 -0.05 0.01
0.04 0.01 0.00
-0.02 -0.02 0.02
0.00 -0.02 -0.01
0.02 0.02 0.00
0.00 0.00 0.00
0.00 0.01 0.00
-0.01 0.00 0.00
0.02 0.01 -0.01

Summary:
Relative energy (zero: lowest compared OMol25 entry of this formula, charge and spin)   0.878 eV
E_LUMO   1.42 eV
Net charge   -1
Calculated total energy   -84490.835 eV
Molecular weight   806.43 g mol⁻¹

***

The following is a quantum chemistry calculation of an isolated ion of composition C3H5Cl2N2 and charge +1 in a non-equilibrium geometry, from the Open Molecules 2025 dataset.

Last column: Löwdin charge in e.
Cartesian coordinates (Å):
N -0.1730 2.1671 -1.0896  0.079
C -0.2020 1.8219 0.2776  -0.721
Cl -1.4112 2.5889 1.3309  0.705
C 0.0853 0.0978 0.6336  -0.089
N 0.1927 -1.3780 0.7800  0.240
C 0.9409 1.0778 0.8765  -0.682
Cl 2.4650 1.3021 1.6641  0.717
H -0.9593 2.7636 -1.3563  0.103
H 0.7691 2.5715 -1.2405  0.129
H 0.8746 -1.6456 1.5600  0.213
H 0.3133 -1.7228 -0.1107  0.137
H -0.5654 -1.7946 1.2978  0.168

Cartesian forces, eV/Å:
0.60 0.68 2.09
-0.48 -1.31 -0.53
0.79 -0.42 -0.81
1.07 1.92 0.20
0.48 2.08 4.91
-0.75 -1.53 0.46
-0.75 0.22 -0.58
0.56 -0.09 -0.04
-0.99 -0.16 -0.61
0.48 0.50 -2.00
0.64 -1.84 -2.31
-1.66 -0.04 -0.78

Summary:
Relative energy (zero: lowest compared OMol25 entry of this formula, charge and spin)   4.321 eV
E_LUMO   -4.34 eV
Net charge   +1
Calculated total energy   -31206.377 eV
Molecular weight   139.99 g mol⁻¹

***

The following is a quantum chemistry calculation of C11H24Cl2N2O2PPtS as an isolated structure in a non-equilibrium geometry, from the Open Molecules 2025 dataset.

Last column: Mulliken spin population.
Cartesian coordinates (Å):
C 0.8316 -3.9310 -0.2481  0.004
C 0.9634 -3.0151 -1.4328  -0.002
H -0.0970 -4.4836 -0.3236  0.000
H 0.7917 -3.2993 0.6589  0.002
H 1.6797 -4.6302 -0.2449  0.000
O 0.0497 -2.6340 -2.1567  0.006
Cl 2.4218 -2.0514 -1.3517  0.004
Pt -0.9998 1.1687 0.3782  1.014
P -0.0791 0.9571 -1.8369  0.383
C -1.4236 1.8593 -2.6991  0.031
C 1.2184 2.2501 -1.7259  0.029
H 1.6035 -0.2927 -3.1506  -0.004
H 0.6228 0.8106 -4.2133  0.014
H -0.0908 -0.7352 -3.5588  0.002
C 0.5932 0.1063 -3.3530  0.054
H 2.0999 1.6607 -1.4350  0.000
H 1.3757 2.7174 -2.7172  0.023
H -1.0625 2.2866 -3.6532  0.016
H -1.7984 2.6199 -1.9982  -0.002
H 0.9298 2.9643 -0.9413  -0.003
H -2.1785 1.0777 -2.8900  0.001
C -2.7335 0.6204 0.1042  0.170
O -3.8332 0.3550 -0.1459  0.009
Cl 0.3502 2.6272 1.5977  0.204
C 2.0942 -0.6261 2.9561  0.022
N 1.0202 -0.1367 3.7981  0.435
C 1.4180 0.8339 4.8402  -0.008
C -0.2522 -0.2579 3.3898  -0.170
S -0.6448 -0.8974 1.8127  0.965
N -1.1947 0.2150 4.2582  0.574
C -1.1755 -0.2751 5.6460  0.004
C -2.5192 0.5200 3.7562  0.034
H 2.9575 -0.7388 3.6007  0.018
H 2.3628 0.0687 2.1648  0.029
H 1.8087 -1.5865 2.5415  0.002
H 0.7313 1.6745 4.7891  0.007
H 1.4735 0.3461 5.8146  0.017
H 2.4202 1.1846 4.6091  0.010
H -2.2075 -0.1701 5.9757  0.006
H -0.8649 -1.3224 5.7485  0.023
H -0.5449 0.3590 6.2646  0.030
H -2.4200 1.2905 2.9863  -0.006
H -2.9582 -0.4121 3.4015  0.042
H -3.1295 0.9212 4.5728  0.013

Cartesian forces, eV/Å:
0.21 -0.54 -0.59
-3.41 1.95 -0.44
-0.12 -0.13 -0.08
0.36 -0.35 -0.37
-0.23 0.26 0.42
2.32 -1.46 1.49
0.87 0.09 -0.11
2.46 0.12 2.22
1.03 1.92 -3.68
-0.45 -0.71 0.87
0.00 -0.41 0.90
-0.62 0.19 -0.16
-0.22 -0.10 0.89
0.51 0.30 -0.22
-0.08 -1.55 0.53
0.12 0.63 0.02
-0.23 -0.27 0.51
-0.11 -0.11 0.63
-0.26 0.05 -0.61
0.55 0.03 -0.53
-0.11 0.62 -0.14
-6.51 -1.65 -2.34
3.71 0.82 1.08
-0.04 -0.46 0.01
0.25 -0.72 0.42
-0.49 0.48 -1.00
0.17 0.11 0.04
1.44 0.86 0.42
0.10 0.60 -0.22
-0.80 -1.76 -0.13
-0.46 0.37 0.73
-0.03 1.20 0.16
0.27 -0.16 0.02
-0.22 0.41 -0.15
0.06 -0.23 -0.20
0.05 0.04 0.34
-0.05 0.03 -0.03
0.05 -0.04 -0.18
0.20 -0.09 0.32
0.15 0.20 -0.38
-0.10 0.04 0.16
-0.18 -0.27 -0.17
-0.30 -0.15 -0.24
0.13 -0.17 -0.19

Summary:
Relative energy (zero: lowest compared OMol25 entry of this formula, charge and spin)   0.672 eV
E_LUMO (spin up / spin down)   -11.69 / -15.21 eV
Net charge   +3
Calculated total energy   -67253.402 eV
Molecular weight   545.35 g mol⁻¹
Spin multiplicity   5